(1)
This record from the OMol25 dataset describes an isolated molecule of C3H12OSi2. The level of theory is the ωB97M-V functional and the def2-TZVPD basis.

```
18
Properties=species:S:1:pos:R:3:forces:R:3
C 1.627411 0.746064 -1.366785 -1.5 0.4 -0.5
C 0.092376 0.707343 -1.382599 -0.9 -0.6 -2.0
Si -0.520934 -0.668225 -0.228809 0.4 -0.6 -0.1
C -2.397945 -0.831520 0.037627 0.4 1.6 0.4
O 0.042980 -0.529954 1.318352 -0.3 0.3 -1.1
Si 0.643729 0.216150 2.611373 -1.2 -0.1 1.1
H 1.972328 1.146123 -2.343546 0.3 0.2 1.1
H 1.874545 1.244987 -0.424652 0.8 0.1 -0.6
H 1.866072 -0.284501 -1.328283 1.2 -1.0 0.1
H -0.259932 0.524196 -2.479343 0.4 -0.2 1.8
H -0.309897 1.688632 -1.226450 -0.4 0.6 0.6
H 0.290350 -1.945021 -0.667152 -1.1 0.9 0.0
H -2.559790 -0.317159 1.083551 0.0 -1.7 -1.8
H -3.024783 -0.263976 -0.668943 0.4 0.0 0.1
H -2.670683 -1.868704 -0.153379 -0.3 -0.1 1.0
H -0.022094 -0.619618 3.733079 1.0 0.7 -0.4
H 2.127100 0.023145 2.413783 -0.4 0.6 0.6
H -0.003060 1.654393 2.805041 1.1 -1.2 -0.3
```
Positions in Å, forces in eV/Å.

**Energy above the lowest of the compared OMol25 structures with the same formula, charge and spin**: 0.000 eV
**Structure (SMILES)**: CC[Si@H](C)O[SiH3]
**LUMO energy**: 0.90 eV
**Molar mass**: 120.30 Da
**HOMO**: -10.14 eV
**HOMO-LUMO gap**: 11.0 eV
**Charge**: 0

Atom charges from the natural (NBO) analysis, given in e for atoms 1 to 8: atom 1 (C): -0.61, atom 2 (C): -0.89, atom 3 (Si): 1.68, atom 4 (C): -1.14, atom 5 (O): -1.30, atom 6 (Si): 1.21, atom 7 (H): 0.22, atom 8 (H): 0.21

(2)
This record from the OMol25 dataset describes a structure of composition C18H12BrIrN3O3SSe2. The level of theory is the ωB97M-V functional and the def2-TZVPD basis.

```
41
Properties=species:S:1:pos:R:3:forces:R:3
Ir -1.309633 0.916153 -0.480002 0.9 -1.8 0.1
Se -3.965177 -0.529946 1.070063 -0.7 2.7 -1.3
Se -1.386345 -1.559011 2.133738 1.4 -0.7 0.8
C -1.025649 0.227357 2.554418 -0.5 -1.5 -0.4
C -0.857505 0.591806 3.897717 0.1 0.7 0.3
C -0.635027 1.907482 4.230802 -0.1 -0.5 0.1
C -0.579153 2.852200 3.212101 0.0 0.3 -0.5
C -0.766522 2.431392 1.915685 0.1 0.4 0.4
N -0.993762 1.149842 1.576902 0.0 0.2 0.1
C -3.491394 -1.560767 -0.437619 -0.3 0.1 0.0
C -4.290830 -2.622809 -0.866781 0.2 0.0 0.2
C -3.846795 -3.406325 -1.914609 0.2 0.0 0.0
C -2.638045 -3.093443 -2.529188 -0.2 0.0 0.1
C -1.935106 -1.993578 -2.070915 0.3 0.1 -0.2
N -2.353173 -1.257273 -1.047911 0.3 1.1 0.5
H -0.928811 -0.183647 4.645100 0.0 0.0 0.0
H -0.521372 2.204939 5.266026 0.0 0.0 0.0
H -0.399325 3.897710 3.416642 0.0 0.0 0.0
H -0.730560 3.141074 1.102827 0.0 0.0 -0.1
H -5.228952 -2.816591 -0.366458 0.0 0.0 0.0
H -4.432430 -4.254934 -2.246343 0.0 0.0 0.0
H -2.260435 -3.683575 -3.352507 0.1 0.1 0.0
H -0.999398 -1.685907 -2.522269 -0.1 0.0 0.0
S -3.364761 1.685487 -0.123506 -1.0 -1.6 0.8
O -1.031691 0.895705 -4.792408 -0.1 0.0 0.3
C -1.220193 0.941557 -3.608044 0.1 0.0 -0.2
N -1.440140 0.997153 -2.451647 0.2 0.0 -0.7
Br 6.493529 2.550084 -0.565683 0.0 0.0 0.0
C 5.175505 1.178149 -0.480554 0.1 0.0 0.0
C 5.592418 -0.138813 -0.385433 0.0 0.0 0.0
C 4.634818 -1.141935 -0.327240 0.0 0.0 0.0
C 3.286853 -0.822911 -0.367552 -0.1 0.0 0.0
C 2.889288 0.505342 -0.465308 0.0 -0.1 0.0
C 3.837332 1.519464 -0.516529 -0.1 0.0 0.0
C 1.423473 0.844686 -0.516268 0.2 -0.3 -0.1
O 1.061213 2.033920 -0.430405 -0.7 0.0 0.0
O 0.615731 -0.127907 -0.636103 -0.3 0.7 -0.1
H 6.646828 -0.377259 -0.357591 0.0 0.0 0.0
H 4.947309 -2.175754 -0.252148 0.0 0.0 0.0
H 2.521331 -1.585282 -0.324673 0.0 0.0 0.0
H 3.506555 2.546147 -0.586310 0.0 0.0 0.0
```
Positions in Å, forces in eV/Å.

**Energy above the lowest of the compared OMol25 structures with the same formula, charge and spin**: 3.552 eV
**LUMO energy (spin up / spin down)**: 1.14 / 1.74 eV
**Molar mass**: 780.42 Da
**HOMO (spin up / spin down)**: -3.34 / -3.36 eV
**HOMO-LUMO gap (spin up / spin down)**: 4.5 / 5.1 eV
**Charge**: -1

Atom charges from the natural (NBO) analysis, given in e for atoms 1 to 8: atom 1 (Ir): 1.15, atom 2 (Se): 0.23, atom 3 (Se): -0.38, atom 4 (C): 0.07, atom 5 (C): -0.27, atom 6 (C): -0.17, atom 7 (C): -0.30, atom 8 (C): 0.07

(3)
This record from the OMol25 dataset describes a structure of composition C34H31N4O2. The level of theory is the ωB97M-V functional and the def2-TZVPD basis.

```
71
Properties=species:S:1:pos:R:3:forces:R:3
C -1.071627 -1.742347 2.466871 0.1 1.2 1.2
C -0.526576 -2.027890 3.911862 0.8 0.5 -0.6
C 0.624079 -2.960356 3.624853 0.2 -1.0 -1.4
C 0.727454 -3.260527 2.283046 0.6 0.2 2.0
C -0.026048 -2.304322 1.458662 -1.3 -2.1 0.5
C -0.652352 -2.770017 0.179065 0.2 0.2 -1.4
C 0.209722 -3.378610 -0.751487 -0.2 0.1 -0.1
C -0.234724 -3.742525 -2.017755 -0.3 0.0 -0.3
C -1.583729 -3.584772 -2.376448 0.3 0.1 0.9
C -2.466391 -3.033791 -1.438948 0.0 0.1 -0.2
C -2.014565 -2.586354 -0.199719 0.9 0.1 0.8
H -2.105974 -2.199977 2.497527 1.4 0.1 -1.1
H -1.227011 -0.673602 2.275900 -0.1 -0.1 0.2
H -0.180854 -1.101344 4.393386 0.0 -0.2 0.0
H -1.267913 -2.484006 4.600625 0.3 0.2 -0.6
H 1.293167 -3.367116 4.414518 -0.8 0.1 -0.7
H 1.425294 -3.965567 1.819636 -0.3 0.2 0.5
H 1.263273 -3.520212 -0.481705 -0.5 0.0 -0.3
H 0.470139 -4.125966 -2.760258 -0.2 0.0 0.4
H -1.943940 -3.906188 -3.346629 0.1 0.1 0.1
H -3.525254 -2.903929 -1.681713 0.4 -0.1 0.0
H -2.707498 -2.095611 0.503237 0.4 -0.4 -0.6
O 4.692261 -3.289197 2.158910 -1.1 -0.7 0.8
C 5.536547 -2.800566 1.472405 1.1 0.4 -0.7
C 6.968597 -3.250887 1.473993 0.4 -0.6 0.2
C 7.405081 -4.181740 0.519715 0.1 0.4 0.1
C 8.761255 -4.535654 0.487956 -0.7 -0.1 -0.4
C 9.649433 -4.000066 1.409071 -0.4 0.2 0.2
C 9.192227 -3.145164 2.408200 -0.5 0.2 0.2
C 7.840263 -2.783878 2.461845 0.0 0.1 -0.2
N 5.288389 -1.756389 0.589007 -1.3 0.4 -0.4
C 6.430706 -0.995210 0.085544 1.2 0.4 -0.2
C 6.047019 0.134826 -0.846759 -0.3 -0.2 0.2
N 4.982936 0.905940 -0.233734 -0.3 -0.4 0.3
C 4.812673 2.221925 -0.797407 -0.4 0.2 -0.2
C 3.736936 2.949475 -0.001503 0.9 0.3 0.2
N 2.502632 2.172829 0.020265 -0.8 0.1 0.0
C 1.303949 2.733158 -0.438385 -0.7 -0.4 -0.3
O 0.379585 2.040489 -0.849070 0.9 0.7 0.5
C 1.246623 4.237962 -0.397221 -0.4 0.0 -0.2
C 0.871591 4.916782 -1.564108 0.3 -0.1 0.3
C 0.923834 6.308511 -1.587796 -0.1 -0.1 -0.1
C 1.274025 7.025277 -0.444552 0.0 -0.5 0.3
C 1.546528 6.342998 0.747625 -0.1 -0.2 -0.1
C 1.523153 4.945076 0.777020 0.2 0.2 -0.2
C 2.604342 0.788447 0.317374 -0.7 -1.0 -0.1
C 1.491821 -0.045718 0.662021 0.1 1.3 0.1
N 1.549245 -1.369845 0.912667 0.7 2.0 -0.8
C 2.789647 -1.907356 0.740644 0.5 -0.9 0.5
C 3.971625 -1.171155 0.505002 -0.2 -0.6 0.5
C 3.884728 0.206268 0.223353 -0.2 0.2 -0.6
H 6.671299 -4.597135 -0.189666 0.6 0.2 0.3
H 9.093079 -5.230398 -0.285053 0.0 0.2 0.3
H 10.689731 -4.258717 1.362311 0.3 -0.1 0.0
H 9.868000 -2.735791 3.154694 0.0 -0.2 -0.2
H 7.442085 -2.121617 3.247051 0.4 -0.3 -0.4
H 7.023056 -0.544034 0.907767 -0.5 -0.3 -0.2
H 7.117747 -1.662017 -0.451716 -0.2 0.1 0.2
H 6.891316 0.825421 -0.984645 -0.1 -0.5 0.0
H 5.734303 -0.246375 -1.832910 0.0 0.1 0.1
H 5.774220 2.756071 -0.733134 -0.3 -0.1 0.1
H 4.546781 2.166907 -1.878503 0.0 0.0 0.5
H 4.107215 3.102093 1.027397 -0.1 0.0 -0.3
H 3.615322 3.940520 -0.457521 -0.4 -0.5 0.2
H 0.579329 4.334876 -2.441416 0.1 0.3 0.2
H 0.698361 6.827713 -2.515480 0.0 0.0 0.2
H 1.326900 8.106576 -0.469967 0.0 -0.1 0.0
H 1.797539 6.888728 1.656070 -0.1 -0.1 -0.2
H 1.740684 4.400624 1.702173 0.0 0.2 -0.3
H 0.507105 0.415048 0.701633 0.2 -0.1 0.1
H 2.888951 -2.997732 0.819638 -0.1 0.8 0.2
```
Positions in Å, forces in eV/Å.

**LUMO energy**: -2.97 eV
**Molar mass**: 527.65 Da
**HOMO**: -11.12 eV
**HOMO-LUMO gap**: 8.2 eV
**Charge**: +1

Atom charges from the Mulliken analysis, given in e for atoms 1 to 8: atom 1 (C): -1.08, atom 2 (C): -0.73, atom 3 (C): -0.66, atom 4 (C): -0.74, atom 5 (C): 1.79, atom 6 (C): 0.39, atom 7 (C): -0.19, atom 8 (C): -0.84

(4)
This record from the OMol25 dataset describes the ion C5H9O with charge +1. The level of theory is the ωB97M-V functional and the def2-TZVPD basis.

```
15
Properties=species:S:1:pos:R:3:forces:R:3
C -2.046821 0.083041 -0.612940 -0.6 -1.7 -2.4
C 0.524726 0.321297 1.172033 1.5 -0.7 -0.3
C -0.843145 -0.304716 -0.957659 0.5 0.5 1.0
C 1.647082 0.854605 1.932513 -0.3 1.1 -0.3
C -0.103144 -1.084043 -1.960819 0.7 5.6 0.0
O 0.472417 0.345635 -0.041034 -1.1 0.4 -3.4
H -2.275872 0.787932 0.096199 -0.2 1.5 1.9
H -2.996432 -0.255212 -1.172670 2.0 0.2 0.6
H -0.279559 -0.196796 1.564422 -1.8 -0.7 2.0
H 2.648183 0.906102 1.450184 -1.0 0.0 -0.1
H 1.218474 1.906521 2.049027 0.9 -0.8 0.6
H 1.704899 0.296881 2.853192 0.0 0.3 0.6
H -0.793167 -1.636008 -2.475920 -1.5 -0.9 -2.3
H 0.649801 -0.296386 -2.420566 -1.8 -1.9 -0.1
H 0.472560 -1.728851 -1.475962 2.7 -3.0 2.1
```
Positions in Å, forces in eV/Å.

**Energy above the lowest of the compared OMol25 structures with the same formula, charge and spin**: 1.601 eV
**LUMO energy**: -4.56 eV
**Molar mass**: 85.13 Da
**HOMO**: -15.22 eV
**HOMO-LUMO gap**: 10.7 eV
**Charge**: +1

Atom charges from the natural (NBO) analysis, given in e for atoms 1 to 8: atom 1 (C): -0.45, atom 2 (C): 0.53, atom 3 (C): 0.39, atom 4 (C): -0.72, atom 5 (C): -0.68, atom 6 (O): -0.42, atom 7 (H): 0.25, atom 8 (H): 0.29

The highest molar mass belongs to which entry? C18H12BrIrN3O3SSe2